No. 1
This record from the OMol25 dataset describes a molecular structure, C29H49BBaN4O2P2. The level of theory is ωB97M-V with the def2-TZVPD basis set.

ORCA input file:
```
! wB97M-V def2-TZVPD RIJCOSX def2/J DEFGRID3
* xyz 0 1
Ba 0.323 0.099 1.696
C 2.165 -4.522 1.955
C 0.745 -4.356 1.407
C 0.210 -5.720 0.962
C -0.139 -3.824 2.549
P 0.703 -2.983 0.126
C -0.933 -3.302 -0.689
N -1.514 -2.076 -1.198
B -1.601 -0.817 -0.460
N -2.244 0.055 -1.439
C -2.516 1.464 -1.272
P -1.082 2.351 -0.483
C -1.946 3.851 0.247
C -2.540 3.328 1.565
C -0.931 4.942 0.598
C -3.066 4.452 -0.607
C -0.032 2.832 -1.964
C -0.632 3.867 -2.914
C 0.214 1.533 -2.745
C 1.325 3.328 -1.450
C -2.533 -0.630 -2.611
C -3.132 -0.224 -3.792
C -3.269 -1.149 -4.827
C -2.825 -2.455 -4.678
C -2.229 -2.876 -3.489
C -2.078 -1.961 -2.460
C 1.907 -3.327 -1.272
C 1.463 -2.428 -2.436
C 1.979 -4.770 -1.770
C 3.302 -2.866 -0.834
H 2.136 -5.151 2.849
H 2.827 -5.004 1.235
H 2.600 -3.561 2.241
H 0.259 -6.414 1.807
H -0.831 -5.672 0.645
H 0.793 -6.151 0.150
H -0.250 -4.594 3.317
H 0.319 -2.953 3.027
H -1.138 -3.548 2.205
H -0.805 -4.034 -1.491
H -1.591 -3.760 0.054
H -2.748 1.927 -2.233
H -3.390 1.616 -0.632
H -1.742 3.057 2.261
H -3.139 4.112 2.036
H -3.186 2.458 1.414
H -0.107 4.554 1.199
H -0.535 5.431 -0.293
H -1.433 5.710 1.193
H -3.874 3.745 -0.792
H -3.497 5.306 -0.076
H -2.703 4.813 -1.569
H -1.618 3.567 -3.275
H -0.718 4.848 -2.448
H 0.016 3.973 -3.789
H -0.681 1.173 -3.251
H 0.982 1.714 -3.503
H 0.563 0.730 -2.091
H 1.248 4.243 -0.866
H 1.807 2.574 -0.822
H 1.986 3.521 -2.300
H -3.499 0.788 -3.915
H -3.737 -0.843 -5.754
H -2.950 -3.161 -5.489
H -1.902 -3.903 -3.379
H 0.520 -2.752 -2.878
H 1.339 -1.388 -2.126
H 2.227 -2.459 -3.217
H 0.997 -5.158 -2.047
H 2.610 -4.810 -2.663
H 2.418 -5.438 -1.029
H 3.290 -1.814 -0.537
H 3.694 -3.448 -0.002
H 3.999 -2.967 -1.671
C 2.538 4.619 5.439
N 2.207 3.240 5.121
C 2.675 2.207 5.872
C 2.418 0.924 5.566
C 1.606 0.668 4.398
O 1.323 -0.504 4.021
N 1.140 1.708 3.676
C 1.447 2.998 3.966
O 1.093 3.947 3.277
H 2.850 4.675 6.480
H 1.664 5.244 5.280
H 3.340 4.988 4.798
H 3.267 2.490 6.733
H 2.783 0.102 6.161
*
```

Summary:
HOMO (eV): -6.034
Frontier orbital gap (eV): 6.105
ΔE to the lowest compared entry with this formula, charge and spin (kJ/mol): 0.00
LUMO (eV): 0.1

Results of the Löwdin charge analysis, in e, for atoms 1 through 4:
1 Ba 1.56
2 C -0.10
3 C -0.71
4 C -0.09

***

No. 2
This record from the OMol25 dataset describes a molecular structure, C29H49CdN4O3S2Si. The level of theory is ωB97M-V with the def2-TZVPD basis set.

ORCA input file:
```
! wB97M-V def2-TZVPD RIJCOSX def2/J DEFGRID3
* xyz -1 1
Cd -16.898 -4.456 6.878
N -19.843 -8.846 6.397
C -19.727 -7.505 6.599
S -20.735 -6.491 7.648
N -18.658 -6.869 6.112
N -18.739 -5.556 6.384
C -20.048 -5.037 6.818
C -19.943 -3.660 7.417
C -21.002 -3.095 8.097
C -20.889 -1.788 8.565
C -19.721 -1.102 8.374
C -18.783 -1.642 7.524
N -18.862 -2.920 7.019
H -20.519 -9.496 6.858
H -19.159 -9.303 5.791
H -20.704 -4.931 5.890
H -21.868 -3.701 8.359
H -21.718 -1.355 9.127
H -19.559 -0.091 8.767
H -17.895 -1.089 7.153
C -16.296 -6.611 12.921
C -15.545 -7.679 12.365
C -16.379 -8.498 11.584
C -17.682 -7.934 11.627
C -17.657 -6.791 12.482
C -18.865 -6.001 12.839
C -18.856 -8.525 10.875
C -15.875 -9.741 10.921
C -14.035 -7.837 12.475
C -15.728 -5.667 13.947
H -18.666 -5.148 13.515
H -19.592 -6.645 13.383
H -19.446 -5.624 11.925
H -19.781 -8.716 11.447
H -18.604 -9.463 10.418
H -19.123 -7.821 10.035
H -15.494 -9.409 9.904
H -16.570 -10.531 10.732
H -15.047 -10.190 11.518
H -13.470 -6.868 12.247
H -13.778 -8.633 11.769
H -13.656 -8.239 13.425
H -15.194 -6.205 14.720
H -16.448 -4.973 14.369
H -14.948 -5.115 13.380
C -15.366 -8.884 5.548
C -14.085 -8.061 5.358
C -13.304 -8.469 4.115
C -13.320 -8.347 6.669
O -14.473 -6.668 5.233
Si -13.893 -5.178 5.472
S -14.517 -4.555 7.454
O -12.291 -5.227 5.337
C -11.073 -4.523 5.515
C -10.008 -5.454 5.041
C -10.845 -4.284 7.003
C -11.155 -3.267 4.690
O -14.552 -4.074 4.522
C -15.637 -3.823 3.536
C -16.372 -2.572 4.078
C -14.976 -3.312 2.286
C -16.425 -5.092 3.371
H -15.089 -9.941 5.557
H -15.964 -8.721 4.668
H -15.973 -8.593 6.440
H -12.892 -9.466 4.276
H -12.487 -7.782 3.846
H -13.964 -8.595 3.247
H -12.930 -9.392 6.718
H -14.022 -8.263 7.520
H -12.476 -7.635 6.834
H -10.060 -6.366 5.581
H -8.976 -5.113 5.091
H -10.337 -5.641 3.971
H -10.681 -5.181 7.523
H -11.659 -3.707 7.488
H -9.896 -3.761 7.096
H -11.693 -3.397 3.736
H -10.148 -2.886 4.571
H -11.726 -2.477 5.266
H -15.593 -1.822 4.337
H -16.976 -2.842 4.943
H -17.052 -2.241 3.310
H -14.487 -2.339 2.371
H -15.737 -3.173 1.534
H -14.232 -3.972 1.886
H -17.163 -5.179 4.179
H -15.898 -6.044 3.398
H -16.999 -5.108 2.415
*
```

Summary:
HOMO (eV): -1.842
Frontier orbital gap (eV): 3.767
ΔE to the lowest compared entry with this formula, charge and spin (kJ/mol): 248.75
LUMO (eV): 1.9

Results of the Löwdin charge analysis, in e, for atoms 1 through 4:
1 Cd 1.20
2 N 0.05
3 C -0.72
4 S 0.93

***

No. 3
This record from the OMol25 dataset describes 7 unconnected molecules or ions with the total composition C29H49F2N10O4. The level of theory is ωB97M-V with the def2-TZVPD basis set.

ORCA input file:
```
! wB97M-V def2-TZVPD RIJCOSX def2/J DEFGRID3
* xyz 1 1
C -3.898 3.803 -4.291
C -4.061 2.494 -3.610
O -4.184 1.409 -4.088
O -4.046 2.609 -2.214
C -4.170 1.403 -1.559
O -5.088 1.152 -0.856
C -2.969 0.462 -1.672
N -2.086 0.697 -0.478
C -1.415 2.045 -0.512
C 0.017 2.024 0.043
F 0.290 3.276 0.460
F 0.879 1.782 -1.002
O 0.249 1.178 1.055
C -0.400 -0.120 1.106
C -1.439 -0.111 2.269
C -1.610 1.223 3.000
C -0.448 1.513 3.970
N -0.120 2.918 4.178
C 0.707 -1.126 1.409
C 0.238 -2.578 1.410
C 1.251 -3.594 1.971
C 2.131 -3.072 3.103
N 2.950 -4.167 3.625
C -1.123 -0.446 -0.213
C -0.308 -0.797 -1.460
C -0.903 -1.943 -2.245
N -0.847 -2.098 -3.490
H -2.854 3.930 -4.583
H -4.202 4.628 -3.651
H -4.482 3.791 -5.209
H -2.403 0.602 -2.586
H -3.341 -0.558 -1.594
H -2.721 0.694 0.328
H -1.386 2.393 -1.541
H -2.015 2.749 0.060
H -2.419 -0.463 1.915
H -1.134 -0.853 3.009
H -1.746 2.068 2.314
H -2.538 1.158 3.576
H 0.458 1.022 3.610
H -0.699 1.053 4.931
H -0.880 3.537 3.929
H 0.698 3.158 3.631
H 1.529 -1.001 0.697
H 1.103 -0.830 2.382
H -0.003 -2.875 0.379
H -0.689 -2.702 1.978
H 0.682 -4.431 2.379
H 1.885 -4.026 1.191
H 2.745 -2.231 2.752
H 1.502 -2.690 3.911
H 3.203 -3.996 4.590
H 3.819 -4.243 3.110
H -1.769 -1.293 0.030
H 0.711 -1.051 -1.162
H -0.209 0.052 -2.137
H -1.410 -2.739 -1.691
H -0.353 -1.335 -3.959
C -4.114 -2.708 4.880
C -2.689 -2.982 4.743
N -1.573 -3.231 4.665
H -4.311 -1.650 4.716
H -4.677 -3.296 4.158
H -4.442 -2.974 5.883
C 0.003 -5.369 -1.350
C 0.295 -6.219 -0.203
N 0.539 -6.897 0.687
H 0.748 -4.578 -1.431
H 0.031 -5.964 -2.262
H -0.995 -4.944 -1.255
C 3.247 -7.293 -2.388
C 3.342 -5.845 -2.252
N 3.385 -4.706 -2.123
H 4.236 -7.715 -2.562
H 2.833 -7.719 -1.475
H 2.604 -7.545 -3.230
C -0.468 6.113 -7.428
C -1.629 5.249 -7.248
N -2.549 4.573 -7.152
H -0.721 7.135 -7.149
H 0.357 5.767 -6.809
H -0.160 6.096 -8.471
C 3.517 5.544 2.439
C 3.054 4.164 2.475
N 2.711 3.070 2.489
H 4.295 5.698 3.184
H 3.933 5.758 1.455
H 2.689 6.223 2.636
C 5.808 3.388 -0.569
C 6.303 4.605 0.063
N 6.671 5.561 0.576
H 5.296 2.771 0.169
H 5.114 3.641 -1.368
H 6.640 2.824 -0.988
*
```

Summary:
HOMO (eV): -10.857
Frontier orbital gap (eV): 8.105
LUMO (eV): -2.8

Results of the Löwdin charge analysis, in e, for atoms 1 through 4:
1 C 0.03
2 C -0.46
3 O 0.16
4 O 0.09

***

No. 4
This record from the OMol25 dataset describes a molecular structure, C29H50F2HfN3O11S2. The level of theory is ωB97M-V with the def2-TZVPD basis set.

ORCA input file:
```
! wB97M-V def2-TZVPD RIJCOSX def2/J DEFGRID3
* xyz -1 1
Hf -0.348 0.597 1.000
C -1.841 -3.163 -1.914
C -0.266 -3.308 -1.881
C 0.027 -4.102 -3.243
C 1.301 -3.690 -3.955
C 2.315 -3.097 -2.890
C 1.885 -1.857 -2.160
N 0.483 -2.042 -1.851
O 0.047 -1.161 -0.796
C 2.171 -0.497 -3.001
C 2.792 -1.731 -0.937
C 0.250 -4.257 -0.699
H -2.314 -2.624 -2.735
H -2.205 -2.565 -1.078
H -2.319 -4.138 -1.818
H -0.806 -4.070 -3.946
H 0.230 -5.167 -3.124
H 0.928 -3.018 -4.729
H 1.846 -4.547 -4.350
H 3.094 -2.915 -3.630
H 2.695 -3.848 -2.198
H 2.246 0.488 -2.539
H 1.820 -0.348 -4.022
H 3.180 -0.379 -3.396
H 2.470 -2.461 -0.194
H 2.905 -0.691 -0.634
H 3.819 -2.024 -1.155
H -0.483 -5.062 -0.739
H 0.055 -3.689 0.211
H 1.285 -4.588 -0.619
F -0.469 0.823 3.284
F -2.648 0.565 0.728
C 3.365 4.872 -0.575
C 2.428 3.940 -0.184
C 2.742 2.452 0.150
O 1.847 1.549 0.309
C 3.957 1.966 0.029
C 5.072 2.820 -0.359
C 4.743 4.340 -0.703
O 5.760 4.890 -1.109
O 6.297 2.492 -0.265
O 1.253 4.491 -0.127
H 3.036 5.897 -0.657
H 4.209 0.917 0.082
C 2.001 -2.856 2.649
C 2.265 -1.423 2.516
O 1.321 -0.845 1.930
N 3.456 -0.878 2.890
C 4.586 -1.639 3.371
H 1.684 -2.877 3.692
H 2.804 -3.594 2.642
H 1.311 -3.205 1.882
H 3.501 0.131 2.908
H 4.219 -2.349 4.112
H 5.417 -1.163 3.891
H 4.965 -2.369 2.656
C -0.772 5.015 2.647
C -1.452 3.939 1.727
O -0.890 2.910 1.445
N -2.689 3.937 1.334
C -3.525 5.063 1.356
H -0.259 4.489 3.452
H -1.402 5.647 3.272
H -0.197 5.713 2.039
H -3.099 3.079 0.992
H -4.094 5.024 0.427
H -3.071 6.048 1.467
H -4.301 5.047 2.121
C -4.164 -2.075 3.789
C -4.314 -2.749 2.541
C -3.063 -3.568 2.235
S -1.716 -2.422 2.883
O -1.057 -1.555 1.893
O -0.960 -3.035 3.966
C -2.881 -1.228 3.625
H -4.156 -2.634 4.725
H -5.097 -1.535 3.946
H -4.405 -2.104 1.667
H -5.138 -3.456 2.639
H -2.852 -3.951 1.237
H -3.164 -4.484 2.817
H -3.048 -0.395 2.941
H -2.586 -0.906 4.623
C -3.370 2.101 -2.732
C -3.059 3.643 -2.523
C -1.562 4.001 -2.398
S -0.706 2.361 -2.436
O -0.750 1.812 -1.076
O 0.513 2.355 -3.235
C -1.983 1.537 -3.426
H -4.366 2.091 -3.175
H -3.484 1.750 -1.707
H -3.775 3.936 -1.757
H -3.462 4.203 -3.366
H -1.236 4.515 -1.493
H -1.216 4.429 -3.339
H -1.737 0.475 -3.453
H -1.842 1.985 -4.410
*
```

Summary:
HOMO (eV): -3.238
Frontier orbital gap (eV): 5.044
LUMO (eV): 1.8

Results of the Löwdin charge analysis, in e, for atoms 1 through 4:
1 Hf 2.12
2 C -0.04
3 C -0.41
4 C -0.16

***

No. 5
This record from the OMol25 dataset describes 6 unconnected molecules or ions with the total composition C29H50FN7O3S. The level of theory is ωB97M-V with the def2-TZVPD basis set.

ORCA input file:
```
! wB97M-V def2-TZVPD RIJCOSX def2/J DEFGRID3
* xyz 0 1
C 3.374 2.832 -2.650
C 3.281 2.552 -1.034
O 4.524 2.065 -0.416
C 4.768 0.640 -0.690
O 5.500 0.352 -1.800
N 4.335 -0.529 0.169
S 5.264 -0.327 1.667
C 2.845 -0.533 0.444
C 2.276 -1.908 1.133
O 2.924 -2.690 2.003
F 0.872 -2.306 0.768
H 2.250 2.793 -3.053
H 3.953 2.011 -3.255
H 3.775 3.911 -2.893
H 2.335 1.889 -0.843
H 3.055 3.610 -0.531
H 5.756 -1.638 1.963
H 2.476 0.391 1.096
H 2.283 -0.426 -0.603
C -0.865 -1.925 -2.425
C -1.851 -0.762 -2.375
C -1.164 0.603 -2.437
C -0.227 0.761 -1.250
N 0.550 0.891 -0.266
H -0.188 -1.918 -1.565
H -1.402 -2.879 -2.407
H -0.262 -1.890 -3.339
H -2.444 -0.839 -1.455
H -2.548 -0.851 -3.216
H -1.913 1.402 -2.412
H -0.591 0.704 -3.365
C 10.438 -1.339 -0.050
C 9.737 -2.441 0.738
C 8.297 -2.676 0.280
C 7.484 -1.405 0.469
N 6.810 -0.351 0.626
H 9.945 -0.371 0.083
H 11.472 -1.226 0.292
H 10.456 -1.573 -1.120
H 9.751 -2.179 1.803
H 10.304 -3.372 0.629
H 7.843 -3.483 0.865
H 8.271 -2.966 -0.776
C -1.359 -0.608 2.019
C -2.060 -1.710 2.807
C -3.501 -1.944 2.349
C -4.313 -0.674 2.538
N -4.987 0.380 2.695
H -1.852 0.361 2.152
H -0.325 -0.495 2.361
H -1.341 -0.842 0.948
H -2.047 -1.448 3.872
H -1.493 -2.641 2.697
H -3.954 -2.752 2.934
H -3.526 -2.235 1.293
C -0.928 3.721 2.419
C -1.194 5.198 2.145
C -0.939 5.588 0.688
C 0.515 5.322 0.332
N 1.721 5.102 0.037
H 0.121 3.460 2.243
H -1.150 3.482 3.464
H -1.553 3.085 1.783
H -0.562 5.801 2.808
H -2.235 5.424 2.400
H -1.157 6.651 0.540
H -1.585 5.012 0.017
C -7.435 -0.033 4.675
C -8.841 -0.402 5.139
C -8.946 -0.551 6.658
C -8.015 -1.655 7.131
N -7.242 -2.571 7.524
H -6.709 -0.812 4.927
H -7.414 0.091 3.588
H -7.106 0.908 5.132
H -9.140 -1.338 4.651
H -9.540 0.373 4.805
H -9.974 -0.802 6.940
H -8.677 0.387 7.156
C -1.873 -2.987 -7.271
C -2.859 -1.824 -7.222
C -2.172 -0.458 -7.283
C -1.235 -0.301 -6.097
N -0.458 -0.170 -5.113
H -1.196 -2.980 -6.411
H -2.410 -3.941 -7.254
H -1.270 -2.951 -8.186
H -3.452 -1.901 -6.302
H -3.556 -1.912 -8.062
H -2.921 0.340 -7.259
H -1.599 -0.358 -8.211
*
```

Summary:
HOMO (eV): -5.851
Frontier orbital gap (eV): 6.079
ΔE to the lowest compared entry with this formula, charge and spin (kJ/mol): 1086.70
LUMO (eV): 0.2

Results of the Löwdin charge analysis, in e, for atoms 1 through 4:
1 C -0.09
2 C -0.23
3 O -0.10
4 C -0.35

***

no.,E (eV)
1,-60875.289
2,-77086.150
3,-59385.587
4,-86286.052
5,-60995.543